This record from the OMol25 dataset describes a 4-piece molecular cluster, C4H16N8O4 overall at a distorted geometry. The level of theory is ωB97M-V with the def2-TZVPD basis set.

Calculated values
M = 240.22 g/mol
HOMO level = -9.3 eV
lowest unoccupied orbital energy = 0.0026 hartree
frontier orbital gap = 9.34 eV
SMILES string = NC(N)=O.NC(N)=O.NC(N)=O.NC(N)=O
E = -901.17975 a.u.

```
! wB97M-V def2-TZVPD RIJCOSX def2/J DEFGRID3
* xyz 0 1
N -2.141 -0.201 -0.105
C -1.516 1.012 -0.268
N -0.292 0.874 -0.890
O -2.017 2.086 0.014
H -1.646 -1.040 -0.350
H -2.954 -0.076 0.473
H 0.285 1.664 -1.096
H 0.000 -0.087 -0.921
N 0.989 -1.460 2.240
C 1.500 -2.349 3.136
N 2.376 -3.258 2.605
O 1.110 -2.448 4.282
H 1.196 -1.494 1.260
H 0.453 -0.686 2.589
H 2.773 -3.926 3.240
H 2.871 -3.081 1.749
N 0.456 -4.256 -0.956
C -0.206 -3.411 -1.812
N -0.427 -3.978 -3.036
O -0.506 -2.254 -1.570
H 0.439 -3.989 0.013
H 0.564 -5.219 -1.220
H 0.210 -4.666 -3.394
H -0.891 -3.358 -3.676
N -0.522 4.567 -0.506
C -0.685 5.806 0.077
N 0.330 6.700 -0.174
O -1.614 6.041 0.825
H 0.099 4.459 -1.288
H -1.296 3.914 -0.400
H 0.174 7.641 0.134
H 0.889 6.472 -0.975
*
```